Entry 1:
14
Properties=species:S:1:pos:R:3:forces:R:3 method="wB97M-V/def2-TZVPD" homo_energy_ev=-8.394 homo_lumo_gap_ev=9.227 relative_energy_ev=3.879 smiles="C[C@]1(C=O)C=C1N"
C -1.947017 0.201790 -0.306024 0.3 0.0 -0.3
C -0.475413 -0.075419 0.079582 0.2 -0.1 -0.1
C -0.167966 -1.499367 0.391389 0.3 -0.2 0.2
O 0.972252 -1.896393 0.531505 -0.5 -0.4 0.3
C 0.301354 1.023072 0.685450 0.3 0.1 0.1
C 1.112769 0.463371 -0.141131 -0.5 0.6 -0.1
N 2.344174 0.465803 -0.731865 -0.3 0.0 -0.1
H -2.509858 0.418397 0.624332 0.4 -0.1 -0.3
H -2.445797 -0.659740 -0.766116 0.2 0.2 -0.1
H -2.084014 1.077126 -0.944709 0.2 -0.1 -0.1
H -0.996133 -2.235017 0.356570 -0.1 0.2 0.1
H 0.140607 1.926423 1.239412 -0.1 -0.1 0.6
H 2.840337 -0.421149 -0.679352 -0.4 0.1 -0.1
H 2.914709 1.211109 -0.339040 -0.1 -0.1 -0.3

Entry 2:
72
Properties=species:S:1:pos:R:3:forces:R:3 method="wB97M-V/def2-TZVPD" homo_energy_ev=-8.661 homo_lumo_gap_ev=9.058 smiles="NOC(=O)OC(F)(F)c1cccc(C(F)(F)F)c1.COCCNCCOC.COCCNCCOC"
N 1.722731 -1.760847 -2.488209 -1.0 -0.4 0.4
O 2.430708 -0.520655 -2.326195 -0.4 -0.1 -1.5
C 2.076296 0.268106 -3.401032 1.5 0.3 0.0
O 2.906224 0.910162 -3.976587 -1.2 -0.4 0.5
O 0.737174 0.191068 -3.734067 0.6 0.3 0.6
C 0.044261 1.373391 -3.500397 -1.0 0.8 -0.2
F -0.152715 1.995899 -4.689633 0.2 -0.2 0.0
F 0.773149 2.230071 -2.740787 0.3 -0.3 -0.2
C -1.295000 1.164036 -2.819680 0.7 -0.1 0.2
C -1.422514 1.520066 -1.490577 0.2 0.2 0.5
C -2.614470 1.306955 -0.839252 -0.3 0.3 0.9
C -3.707878 0.764251 -1.477038 0.2 0.0 0.1
C -3.555987 0.410609 -2.804089 -1.4 -0.2 0.1
C -4.730577 -0.230874 -3.532313 1.4 0.2 0.2
F -4.329702 -1.423522 -4.024874 -0.4 -0.1 0.0
F -5.763453 -0.426129 -2.712142 -0.3 -0.1 -0.2
F -5.135020 0.501673 -4.579224 -0.3 0.0 0.0
C -2.373228 0.608292 -3.470143 0.4 -0.3 -1.0
H 1.923574 -2.128811 -3.415785 0.4 0.0 0.2
H 2.089048 -2.401610 -1.794718 0.3 0.3 0.0
H -0.627491 1.970889 -0.904409 0.1 -0.1 -0.4
H -2.689696 1.567046 0.213583 0.0 0.0 -0.2
H -4.625524 0.606106 -0.922511 0.0 0.0 -0.2
H -2.283150 0.311733 -4.513647 0.0 0.1 0.2
C 3.678715 1.540348 -0.650866 0.1 0.0 0.2
O 4.554702 2.468888 -0.037161 -0.2 0.0 -0.2
C 4.368756 3.808000 -0.480485 0.3 0.2 0.2
C 3.765669 4.664251 0.617637 -0.2 -0.3 0.0
N 2.379005 4.290492 0.877815 0.1 0.1 0.1
C 1.816538 4.874702 2.094276 -0.1 -0.2 -0.2
C 2.454122 4.500048 3.431738 -0.2 0.2 0.2
O 2.273626 3.145095 3.805833 0.2 0.1 -0.1
C 3.206092 2.236141 3.247301 -0.2 -0.1 0.1
H 4.013023 0.538049 -0.389216 0.1 0.0 0.0
H 2.652477 1.663603 -0.284881 -0.1 0.0 -0.2
H 3.696230 1.640132 -1.736938 0.0 0.0 0.0
H 3.769986 3.853808 -1.395083 -0.1 -0.1 0.1
H 5.361593 4.201320 -0.717232 0.0 0.0 0.0
H 3.802862 5.715234 0.316140 0.0 0.0 0.0
H 4.392174 4.541198 1.510102 0.1 0.1 -0.1
H 2.318339 3.283982 0.952791 0.0 0.0 0.0
H 0.768011 4.567197 2.131371 0.0 0.1 0.1
H 1.821105 5.964740 1.991851 0.1 0.0 0.0
H 1.944785 5.085363 4.202330 0.0 0.0 0.0
H 3.511909 4.781214 3.489329 0.1 -0.1 -0.1
H 4.191152 2.687386 3.107905 0.0 0.0 -0.1
H 2.837929 1.834820 2.299619 0.2 0.0 -0.1
H 3.306039 1.396318 3.936197 0.0 0.1 0.1
C -3.930974 -5.833859 1.378194 0.0 0.1 0.1
O -2.927412 -5.537768 2.332000 -0.1 -0.1 -0.3
C -1.619973 -5.939918 1.939333 0.3 0.1 0.4
C -0.745232 -4.736257 1.640857 -0.3 0.1 -0.2
N -1.172830 -4.058774 0.421703 0.2 0.1 0.2
C -0.559259 -2.747702 0.216290 -0.3 -0.1 -0.2
C -0.835893 -1.654177 1.247589 0.3 0.2 -0.2
O -2.177211 -1.198660 1.272862 0.1 -0.1 0.2
C -3.065292 -1.982873 2.050978 -0.2 0.2 -0.2
H -4.897877 -5.656884 1.847296 0.0 0.0 0.1
H -3.853425 -5.184465 0.499972 0.0 -0.1 -0.1
H -3.882856 -6.880383 1.064446 0.0 0.0 -0.1
H -1.645648 -6.633116 1.093363 -0.1 0.1 -0.1
H -1.188025 -6.474635 2.790122 0.0 0.0 0.0
H 0.291221 -5.066316 1.522392 0.0 0.0 0.0
H -0.795838 -4.071145 2.512231 0.1 -0.1 0.1
H -2.176380 -3.938271 0.446577 0.0 0.0 0.0
H -0.914875 -2.385864 -0.752149 0.1 0.1 0.0
H 0.524058 -2.880271 0.123934 0.0 0.0 0.1
H -0.238192 -0.785227 0.955543 0.0 0.0 0.0
H -0.500386 -1.926095 2.255094 -0.1 -0.1 0.0
H -2.573174 -2.427778 2.918812 0.0 -0.1 -0.1
H -3.532104 -2.760336 1.441162 0.0 -0.1 0.1
H -3.864022 -1.329460 2.404755 0.1 0.1 0.0